Record 1
{"formula": "C36H34N7NaOS2Se", "method": "the ωB97M-V functional and the def2-TZVPD basis", "homo_ev": [-0.9, 0.5], "charge": -2, "lumo_energy_ev": [3.50, 3.52], "orbital_gap_ev": [4.446, 3.058], "species": ["Na", "C", "C", "S", "C", "C", "S", "H", "H", "H", "H", "H", "H", "N", "C", "N", "C", "C", "C", "C", "C", "C", "H", "H", "H", "H", "H", "H", "N", "C", "C", "C", "C", "N", "C", "C", "H", "H", "H", "H", "C", "C", "C", "C", "C", "N", "C", "O", "N", "C", "C", "C", "C", "N", "C", "C", "C", "H", "H", "H", "H", "H", "H", "H", "H", "H", "H", "H", "H", "H", "Se", "C", "C", "C", "C", "C", "C", "H", "H", "H", "H", "H"], "coordinates": [[0.0456, 0.1823, -0.2571], [-4.5822, 0.8075, 0.1292], [-3.2622, 0.0663, -0.0031], [-2.1429, 0.3535, 1.3067], [-3.0213, -0.6723, -1.1086], [-4.0801, -0.8491, -2.1663], [-1.2792, -1.7760, -3.4268], [-4.5762, 1.3898, 1.0477], [-5.4288, 0.1129, 0.1605], [-4.7430, 1.4806, -0.7190], [-3.9999, -0.0714, -2.9313], [-5.0955, -0.8314, -1.7584], [-3.9234, -1.8021, -2.6762], [1.2679, -4.9197, 1.6898], [1.6411, -3.6448, 1.3640], [0.7047, -2.7638, 1.5257], [-0.4015, -3.4951, 1.9447], [-1.7040, -3.0889, 2.2191], [-2.6111, -4.0583, 2.6089], [-2.2460, -5.4027, 2.7446], [-0.9594, -5.8267, 2.4664], [-0.0582, -4.8575, 2.0481], [1.7795, -5.7554, 1.4754], [2.6378, -3.4240, 1.0155], [-1.9908, -2.0483, 2.1058], [-3.6360, -3.7681, 2.8072], [-2.9878, -6.1282, 3.0584], [-0.6737, -6.8687, 2.5483], [1.5260, 5.0607, -6.3940], [1.4124, 4.3501, -5.4733], [1.3003, 3.4996, -4.3724], [2.4559, 2.9318, -3.7452], [2.2977, 2.0983, -2.6731], [1.1068, 1.7488, -2.1264], [0.0112, 2.2836, -2.7269], [0.0405, 3.1292, -3.8014], [3.4410, 3.1620, -4.1320], [3.1736, 1.6642, -2.1956], [-0.9460, 1.9898, -2.3004], [-0.8783, 3.5090, -4.2297], [-1.3443, 0.1331, 4.2939], [-0.0190, 0.8365, 4.2071], [1.1162, 0.1490, 3.7846], [2.3349, 0.7919, 3.6682], [2.4516, 2.1464, 3.9641], [3.7070, 2.7760, 3.7845], [4.0004, 4.0833, 3.4752], [5.0699, 4.5856, 3.7984], [3.0715, 4.8049, 2.7711], [1.9337, 4.3836, 2.0537], [0.8698, 5.2664, 1.8837], [-0.2661, 4.8119, 1.2355], [-0.3135, 3.5009, 0.7916], [0.7188, 2.6682, 0.9106], [1.8144, 3.1155, 1.4998], [1.3307, 2.8383, 4.4081], [0.1130, 2.1838, 4.5187], [-1.2258, -0.8733, 4.6977], [-1.7795, 0.0448, 3.2937], [-2.0435, 0.6805, 4.9263], [1.0302, -0.8958, 3.5107], [3.2043, 0.2526, 3.3084], [4.5162, 2.2489, 4.0642], [3.3012, 5.7821, 2.7068], [0.9389, 6.2783, 2.2670], [-1.1128, 5.4687, 1.0879], [-1.2009, 3.0879, 0.3279], [2.6388, 2.4148, 1.5549], [1.4099, 3.8878, 4.6585], [-0.7580, 2.7436, 4.8391], [-1.4029, -1.8629, -1.3352], [-0.3515, -3.9186, -1.5025], [0.9681, -4.1420, -1.8850], [1.4344, -5.4242, -2.1486], [0.5832, -6.5181, -2.0298], [-0.7428, -6.3110, -1.6683], [-1.1946, -5.0214, -1.4125], [1.6445, -3.2970, -1.9930], [2.4679, -5.5714, -2.4521], [0.9449, -7.5205, -2.2367], [-1.4219, -7.1551, -1.5872], [-2.2325, -4.8620, -1.1266]], "forces_ev_per_angstrom": [[0.47, 0.65, -0.10], [0.03, 0.00, -0.07], [0.18, -0.08, -0.54], [0.01, 0.22, -0.40], [-0.71, -0.37, 0.24], [0.20, -0.13, -0.01], [0.07, 0.07, -1.35], [-0.04, 0.04, -0.01], [0.01, 0.01, 0.00], [-0.04, -0.01, 0.02], [-0.05, -0.03, -0.04], [0.04, 0.01, 0.05], [-0.06, 0.08, -0.13], [0.12, -0.06, -0.07], [0.03, 0.08, 0.00], [0.04, 0.16, 0.03], [0.04, -0.43, 0.03], [-0.07, 0.06, 0.04], [-0.04, 0.12, 0.03], [0.05, -0.10, -0.04], [-0.01, -0.11, -0.04], [-0.22, 0.31, 0.09], [0.03, 0.01, -0.08], [0.03, -0.02, -0.04], [0.01, 0.03, -0.06], [0.02, 0.01, 0.01], [0.01, 0.01, -0.01], [-0.02, 0.00, -0.01], [-0.02, -0.02, 0.07], [0.02, 0.09, -0.15], [0.05, 0.05, -0.10], [0.01, -0.05, 0.12], [0.09, 0.11, -0.08], [-0.18, -0.46, 0.40], [-0.03, 0.18, -0.16], [-0.06, -0.04, 0.16], [0.04, -0.05, 0.07], [0.02, 0.02, -0.05], [-0.03, 0.00, -0.09], [-0.04, -0.05, 0.04], [0.36, 0.04, 0.38], [-0.27, -0.18, 0.11], [0.01, 0.00, 0.02], [0.07, 0.09, 0.00], [-0.20, -0.13, 0.33], [0.03, 0.04, 0.01], [0.10, -0.18, 0.02], [-0.03, 0.00, -0.04], [-0.12, 0.08, 0.00], [-0.32, 0.35, -0.28], [0.24, -0.34, 0.04], [-0.01, 0.16, 0.01], [-0.03, -0.15, -0.06], [-0.15, 0.02, 0.03], [0.23, -0.19, -0.30], [0.15, -0.16, 0.23], [0.07, 0.09, -0.05], [0.03, -0.05, 0.03], [-0.06, -0.07, 0.45], [-0.03, 0.05, 0.01], [0.02, -0.02, -0.02], [0.00, -0.02, -0.04], [0.07, 0.11, 0.10], [0.13, 0.00, 0.02], [-0.04, 0.01, 0.03], [-0.02, -0.02, -0.02], [-0.02, 0.03, 0.03], [0.00, 0.14, -0.10], [0.00, 0.02, 0.00], [-0.01, -0.02, 0.02], [0.01, 0.34, 0.99], [-0.25, -0.65, -0.02], [0.01, 0.34, 0.16], [0.08, -0.03, 0.08], [-0.02, -0.09, -0.04], [0.08, -0.02, 0.02], [-0.08, 0.15, 0.20], [-0.01, -0.01, -0.05], [-0.03, 0.00, -0.01], [0.00, 0.02, -0.01], [0.01, 0.01, 0.01], [0.01, -0.05, -0.03]]}

***

Record 2
{"formula": "C36H35AuN2OPS", "method": "the ωB97M-V functional and the def2-TZVPD basis", "homo_ev": [-11.1, -11.1], "charge": 1, "lumo_energy_ev": [-4.87, -4.87], "orbital_gap_ev": [6.243, 6.243], "species": ["Au", "C", "C", "C", "C", "C", "C", "C", "C", "S", "C", "N", "C", "C", "C", "C", "C", "C", "C", "C", "H", "H", "H", "H", "H", "H", "H", "H", "H", "H", "H", "H", "H", "H", "H", "H", "N", "P", "C", "C", "C", "C", "C", "C", "C", "C", "C", "C", "C", "C", "C", "C", "C", "C", "C", "C", "H", "H", "H", "H", "H", "H", "H", "H", "H", "H", "H", "H", "H", "H", "H", "C", "O", "H", "H", "H", "H"], "coordinates": [[1.4119, -0.9254, 1.0154], [-0.2198, 4.5914, 2.5634], [0.0775, 5.2558, 1.2183], [-1.2338, 5.8459, 0.6812], [1.1124, 6.3677, 1.4507], [0.6458, 4.2888, 0.1938], [0.9332, 4.7820, -1.0891], [1.5071, 4.0083, -2.0725], [1.7960, 2.6874, -1.7733], [2.5488, 1.4787, -2.7726], [2.4228, 0.3588, -1.4508], [1.8693, 0.8465, -0.3753], [1.5019, 2.1551, -0.5044], [0.9276, 2.9627, 0.4757], [2.9145, -0.9891, -1.5117], [3.6017, -1.4730, -2.6276], [4.1165, -2.7522, -2.6130], [3.9572, -3.5551, -1.4936], [3.2428, -3.0867, -0.3948], [2.7193, -1.8130, -0.4004], [-0.6306, 5.3336, 3.2437], [0.6850, 4.1922, 3.0151], [-0.9509, 3.7938, 2.4550], [-1.6576, 6.5333, 1.4090], [-1.9525, 5.0488, 0.5018], [-1.0849, 6.3879, -0.2479], [0.7405, 7.0701, 2.1920], [1.3281, 6.9169, 0.5387], [2.0449, 5.9421, 1.8166], [0.7136, 5.8127, -1.3165], [1.7452, 4.4151, -3.0423], [0.7310, 2.5238, 1.4394], [3.7240, -0.8316, -3.4890], [4.6448, -3.1279, -3.4750], [4.3765, -4.5514, -1.4730], [3.0992, -3.7247, 0.4650], [-0.4458, -1.4088, 1.4565], [-1.5447, -1.9434, 0.4651], [-0.9736, -2.2496, -1.2484], [-1.5239, -1.6095, -2.3500], [-1.0331, -1.8894, -3.6163], [0.0012, -2.7962, -3.7798], [0.5398, -3.4406, -2.6775], [0.0554, -3.1703, -1.4107], [-2.0966, -3.5664, 1.0743], [-1.6268, -3.9980, 2.3086], [-1.9270, -5.2775, 2.7387], [-2.6850, -6.1169, 1.9379], [-3.1654, -5.6733, 0.7159], [-2.8738, -4.3951, 0.2740], [-2.9239, -0.7550, 0.3821], [-2.6232, 0.5027, -0.1383], [-3.5970, 1.4803, -0.1880], [-4.8643, 1.2176, 0.3133], [-5.1526, -0.0212, 0.8606], [-4.1888, -1.0152, 0.8951], [-2.3400, -0.9116, -2.2250], [-1.4676, -1.3976, -4.4733], [0.3818, -3.0159, -4.7671], [1.3246, -4.1698, -2.8051], [0.4460, -3.6883, -0.5449], [-1.0271, -3.3263, 2.9062], [-1.5543, -5.6255, 3.6897], [-2.8925, -7.1248, 2.2614], [-3.7546, -6.3319, 0.0963], [-3.2403, -4.0463, -0.6821], [-1.6213, 0.6992, -0.5020], [-3.3700, 2.4458, -0.6136], [-5.6223, 1.9843, 0.2811], [-6.1342, -0.2123, 1.2670], [-4.4166, -1.9840, 1.3175], [4.3891, -0.0245, 2.1539], [3.1272, -0.3551, 2.7105], [5.1043, 0.2276, 2.9379], [4.3031, 0.8080, 1.4492], [4.7324, -0.9095, 1.6205], [2.8724, 0.3148, 3.3570]], "forces_ev_per_angstrom": [[-0.80, -0.06, -1.35], [0.06, 0.06, -0.25], [-0.08, 0.10, 0.17], [0.16, -0.07, 0.07], [-0.14, -0.12, 0.00], [0.03, -0.19, 0.06], [0.09, -0.04, -0.19], [-0.01, 0.07, 0.02], [0.01, -0.39, 0.26], [-0.21, -0.01, 0.44], [-0.17, 0.92, -0.46], [0.79, -1.11, 0.28], [-0.07, 0.91, -0.62], [0.01, 0.02, -0.04], [0.18, -0.40, 0.00], [-0.15, 0.06, 0.36], [0.07, -0.13, -0.11], [-0.07, 0.17, 0.06], [-0.08, -0.14, 0.50], [-0.73, 0.48, 0.57], [-0.04, 0.04, 0.07], [0.10, -0.10, 0.10], [-0.09, -0.14, 0.04], [-0.05, 0.09, 0.07], [-0.13, -0.05, -0.03], [-0.02, 0.08, -0.11], [-0.03, 0.11, 0.09], [0.02, 0.09, -0.09], [0.10, -0.01, 0.05], [-0.01, 0.11, -0.03], [-0.03, 0.11, -0.10], [-0.09, 0.01, 0.21], [0.08, -0.02, -0.10], [0.08, -0.03, -0.08], [-0.01, -0.03, 0.01], [-0.02, -0.10, 0.06], [2.14, 0.30, 0.81], [-1.24, -0.71, -0.88], [-0.32, 0.20, 0.62], [-0.02, -0.04, -0.01], [0.01, 0.10, -0.09], [-0.04, 0.05, -0.04], [0.04, -0.13, 0.13], [-0.15, -0.11, -0.11], [0.07, 0.60, -0.39], [-0.04, 0.13, -0.04], [0.00, -0.12, 0.04], [0.06, 0.02, 0.05], [-0.12, -0.05, -0.18], [-0.01, -0.08, 0.14], [0.51, -0.27, 0.22], [0.12, -0.06, 0.00], [0.00, 0.06, -0.02], [0.08, -0.03, -0.01], [-0.15, 0.01, 0.03], [0.16, -0.15, -0.06], [-0.01, -0.01, -0.06], [-0.02, 0.03, -0.10], [-0.01, 0.00, -0.07], [0.11, -0.05, -0.02], [0.08, -0.06, -0.01], [0.05, -0.01, 0.02], [0.01, -0.04, 0.10], [-0.06, -0.10, 0.05], [-0.08, -0.07, -0.04], [0.01, -0.03, -0.11], [0.00, 0.11, -0.02], [0.03, 0.10, -0.02], [-0.10, 0.07, 0.01], [-0.08, -0.04, 0.02], [-0.01, -0.05, 0.04], [0.40, 0.13, -0.16], [-0.33, 0.09, 0.32], [0.02, -0.03, -0.06], [0.05, -0.02, 0.03], [0.06, 0.07, 0.02], [0.04, -0.10, -0.08]]}

***

Record 3
{"formula": "C36H35BBrCoN7O4S", "method": "the ωB97M-V functional and the def2-TZVPD basis", "e_above_lowest_kj_mol": 159.3, "homo_ev": [-5.5, -6.2], "charge": -1, "multiplicity": 5, "lumo_energy_ev": [2.02, -0.68], "orbital_gap_ev": [7.516, 5.511], "s2": 6.0377, "species": ["Co", "C", "C", "C", "C", "C", "N", "N", "B", "N", "N", "C", "C", "C", "C", "C", "N", "N", "C", "C", "C", "C", "C", "H", "H", "H", "H", "H", "H", "H", "H", "H", "H", "H", "H", "H", "H", "H", "H", "H", "H", "H", "H", "H", "H", "N", "C", "C", "C", "C", "C", "C", "C", "H", "H", "H", "H", "Br", "C", "C", "C", "C", "C", "C", "C", "O", "O", "H", "H", "H", "H", "O", "C", "O", "C", "C", "C", "C", "S", "C", "C", "H", "H", "H", "H", "H"], "coordinates": [[-0.7974, -0.6093, -0.6686], [-3.7345, -1.1306, 1.1517], [-2.4373, -1.1936, 1.8989], [-2.2679, -1.4998, 3.2397], [-0.9190, -1.3821, 3.4592], [-0.2077, -1.5876, 4.7639], [-0.3126, -1.0344, 2.2874], [-1.2559, -0.9529, 1.2696], [1.1885, -1.0660, 2.0388], [1.4912, -2.4578, 1.4465], [0.8848, -2.8072, 0.2623], [1.4220, -3.9374, -0.1725], [0.8695, -4.4900, -1.5014], [2.4594, -4.3027, 0.7026], [2.5342, -3.2799, 1.6604], [3.3792, -3.1797, 2.9240], [1.6901, 0.0163, 1.0116], [0.9477, 0.2689, -0.1305], [1.5859, 1.2453, -0.7899], [1.0265, 1.8854, -2.0217], [2.8173, 1.5066, -0.1195], [2.8038, 0.7366, 1.0311], [3.8017, 0.6398, 2.1138], [-4.5515, -1.4530, 1.8449], [-3.9536, -0.1509, 0.6977], [-3.7518, -1.9018, 0.3406], [-2.9306, -1.7380, 4.0362], [0.5159, -0.7919, 4.9367], [-0.9425, -1.4426, 5.5362], [0.2198, -2.5766, 4.8570], [1.6495, -0.9755, 3.1637], [1.5690, -4.2105, -2.3475], [0.9507, -5.5546, -1.4649], [-0.1878, -4.1670, -1.7543], [3.1337, -5.1488, 0.5258], [3.8022, -2.1808, 3.1560], [2.6830, -3.3811, 3.7836], [4.2088, -3.8682, 3.0831], [0.6065, 1.1429, -2.6519], [0.2123, 2.6607, -1.7969], [1.8535, 2.4101, -2.5554], [3.4474, 2.3358, -0.2392], [4.0954, -0.3147, 2.5369], [4.7020, 1.1669, 1.8311], [3.4925, 1.0993, 3.0526], [-4.7217, 5.4105, -2.7884], [-4.2385, 4.5400, -2.1878], [-3.4982, 3.3536, -1.7346], [-3.3525, 2.3770, -2.7033], [-2.7762, 1.1804, -2.3058], [-2.1627, 0.8533, -1.1159], [-2.2288, 1.9515, -0.1646], [-2.8897, 3.1680, -0.4837], [-3.7865, 2.4562, -3.6744], [-2.7509, 0.4232, -3.0687], [-1.5913, 1.8127, 0.7478], [-2.8910, 3.9936, 0.2698], [-1.1553, -2.5750, -8.6347], [-0.1562, -2.3813, -7.0263], [1.2071, -2.1549, -7.1502], [1.9442, -1.8781, -5.9846], [1.3236, -1.8038, -4.7361], [-0.0926, -2.0283, -4.6645], [-0.7965, -2.3098, -5.8026], [-0.8376, -1.8308, -3.3329], [-2.0502, -2.0424, -3.3459], [-0.1544, -1.3439, -2.4210], [1.6599, -2.3148, -8.1060], [3.0003, -1.6496, -6.0743], [1.8797, -1.6981, -3.8615], [-1.8754, -2.4382, -5.7357], [1.3725, 4.4370, 0.2352], [1.6451, 4.1438, 1.5246], [2.7926, 4.1463, 1.9130], [0.4001, 3.8237, 2.3608], [0.3615, 2.6135, 3.0471], [-0.8113, 2.2162, 3.7682], [-1.9046, 3.1577, 3.8307], [-3.2034, 2.8042, 4.9264], [-1.8702, 4.3671, 3.0811], [-0.7574, 4.6554, 2.2773], [0.3495, 4.3914, 0.0824], [1.1932, 1.9468, 3.2744], [-0.8849, 1.2900, 4.4623], [-2.6819, 5.0364, 3.1312], [-0.8033, 5.5519, 1.7415]], "forces_ev_per_angstrom": [[-0.08, -0.38, -0.50], [-0.73, -1.16, -0.15], [-0.09, 0.32, -1.71], [0.82, 0.31, 0.00], [1.10, 0.25, -0.79], [-0.34, 0.81, -0.39], [-1.11, 0.00, -0.11], [-0.91, -0.49, 2.96], [0.28, -0.36, -0.12], [0.70, -0.23, -1.55], [-0.80, 0.46, 0.76], [-1.03, 1.25, -0.51], [0.87, 0.89, -0.16], [1.04, -0.25, -0.31], [0.40, -1.39, 0.53], [-0.92, 0.41, 1.21], [-1.80, -1.06, -0.04], [1.10, 1.07, 0.78], [0.84, -0.44, 0.92], [0.28, 1.81, 0.54], [-1.45, -0.08, 0.22], [-0.12, -0.30, -0.58], [0.58, 0.57, 1.21], [0.53, 0.55, -0.49], [0.16, -0.40, 0.30], [0.14, 0.73, 0.41], [-0.80, -0.06, 0.02], [0.35, -0.31, -0.09], [-0.43, -0.24, 0.46], [0.33, -0.11, 0.00], [0.47, 0.24, -0.67], [-0.88, 0.03, 0.83], [-0.33, -0.91, -0.01], [1.41, -0.26, 0.57], [-0.24, 0.47, 0.46], [-0.41, -0.44, -0.53], [0.57, 0.17, -0.57], [-0.17, -0.29, -0.74], [-0.47, -0.65, -0.71], [1.07, -1.13, -0.17], [-0.66, -0.36, 0.31], [0.90, 0.77, -0.57], [-0.13, -0.63, -0.93], [0.25, 0.09, -0.17], [-0.46, 0.62, -0.10], [0.31, -0.90, 1.04], [0.48, 0.42, -0.50], [-0.28, 0.95, -0.25], [-0.23, -0.79, 1.39], [0.19, -0.93, -1.64], [0.09, 2.08, 1.74], [0.47, -0.18, -1.04], [0.53, -0.07, 1.40], [-0.16, 0.25, -0.48], [0.02, -0.39, -0.38], [-1.00, 0.56, -0.49], [-0.17, -0.74, -0.72], [-0.11, -0.21, 0.06], [0.58, 0.46, -0.11], [-0.31, -0.38, 1.03], [-0.37, 0.18, -0.03], [-2.11, -0.97, -2.09], [2.01, 0.41, 0.94], [-0.95, -0.11, -0.55], [-1.30, -0.22, -2.31], [-0.16, -0.33, 0.36], [1.29, 0.54, 1.83], [0.37, 0.31, -0.35], [0.03, -0.24, 0.03], [0.71, 0.54, 1.33], [0.23, 0.02, 0.08], [-2.67, 0.08, -0.14], [0.48, 0.08, 0.30], [-1.33, -0.14, -0.08], [-0.13, 0.00, -0.97], [-1.45, -1.04, 2.14], [-0.01, 1.03, 0.40], [0.33, -0.90, 0.31], [0.34, 0.25, -0.51], [1.84, -1.42, -0.48], [-0.20, -1.92, 2.05], [2.66, -0.06, 0.30], [0.29, 0.44, -0.93], [0.32, 1.65, -1.65], [-0.87, 0.61, 0.04], [0.37, 1.19, -0.92]]}